The following is a DFT calculation (wB97M-V/def2-TZVPD) of a 2-piece molecular cluster, C4H11N3O3 overall at a distorted geometry.

Cartesian coordinates (Å):
C: 1.0667 -1.7501 -0.8133
N: -0.1197 -1.1248 -0.2630
C: -0.1540 -0.6756 1.1615
N: -1.4515 -0.4061 1.5646
O: -1.3222 -1.3227 -0.9718
O: 0.7098 -1.0121 1.9723
H: -1.0230 -1.4517 -1.8924
H: -2.1767 -0.8037 0.9832
H: -1.5966 -0.5199 2.5578
H: 1.4710 -2.5010 -0.1286
H: 1.8192 -0.9738 -0.9494
H: 0.8926 -2.2020 -1.7908
C: -0.7340 1.9983 -1.1278
C: 0.8157 1.3518 0.4872
O: 2.1067 1.0961 0.8336
N: 0.5162 1.3386 -0.7928
H: 2.1047 0.5319 1.6301
H: 0.2230 1.8727 1.2494
H: -1.5021 1.8846 -0.3547
H: -1.1006 1.6031 -2.0777
H: -0.5451 3.0662 -1.2775

## Properties
* LUMO energy: 0.552 eV
* relative energy (zero: lowest compared OMol25 entry of this formula, charge and spin): 314.2 kJ/mol
* gap between HOMO and LUMO: 0.3190 Eh
* electronic energy: -548.88391 hartree
* largest force on an atom: 0.1237 Eh/bohr
* HOMO energy: -0.29870 Ha
* charge: 0